{"formula": "C37H80N5O3P2S", "method": "wB97M-V/def2-TZVPD", "elements": ["C", "C", "C", "C", "C", "C", "C", "C", "C", "O", "N", "N", "P", "S", "C", "C", "C", "N", "N", "N", "C", "P", "O", "O", "H", "H", "H", "H", "H", "H", "H", "H", "H", "H", "H", "H", "H", "H", "H", "H", "H", "H", "H", "H", "H", "H", "H", "H", "C", "C", "C", "C", "C", "C", "H", "H", "H", "H", "H", "H", "H", "H", "H", "H", "H", "H", "H", "H", "C", "C", "C", "C", "C", "C", "H", "H", "H", "H", "H", "H", "H", "H", "H", "H", "H", "H", "H", "H", "C", "C", "C", "C", "C", "C", "H", "H", "H", "H", "H", "H", "H", "H", "H", "H", "H", "H", "H", "H", "C", "C", "C", "C", "C", "C", "H", "H", "H", "H", "H", "H", "H", "H", "H", "H", "H", "H", "H", "H"], "positions_angstrom": [[-1.200667, -3.069828, 2.425903], [-0.248691, -2.724327, 1.790300], [0.817843, -2.601085, 0.803443], [0.313590, -1.780721, -0.413484], [0.469265, -2.459319, -1.798472], [-0.715818, -2.127268, -2.662070], [-0.525861, -1.143701, -3.677877], [0.781483, -0.465890, -3.972564], [1.595515, -1.328846, -4.933644], [1.343961, -2.704403, -4.682433], [-1.520897, -0.729464, -4.415332], [-2.716738, -1.256624, -4.214134], [-3.843227, -0.446932, -5.359436], [-3.836869, -1.059149, -7.171185], [-3.030698, -2.194596, -3.306157], [-4.448748, -2.665792, -3.195671], [-4.916315, -3.645565, -4.368557], [-3.790482, -3.993012, -5.214150], [-5.402505, -4.855232, -3.724107], [-5.998069, -3.081930, -5.175788], [-1.983577, -2.663996, -2.469294], [-2.438360, -3.845269, -1.063470], [-1.060541, -4.599691, -0.689692], [-3.219910, -5.001834, -1.890864], [-2.141884, -3.248293, 2.883841], [1.644777, -2.057047, 1.253009], [1.155463, -3.589811, 0.515202], [0.894735, -0.861743, -0.449933], [-0.712659, -1.471083, -0.239802], [0.621558, -3.522972, -1.723889], [1.369337, -2.079050, -2.248539], [0.595091, 0.527635, -4.359161], [1.289797, -0.351892, -3.020996], [2.651783, -1.105882, -4.793777], [1.307056, -1.081575, -5.954272], [1.965966, -3.213760, -5.208010], [-3.339415, 0.846648, -5.243434], [-5.063775, -0.447043, -4.685837], [-5.116106, -1.813333, -3.135563], [-4.580287, -3.203266, -2.267278], [-4.059663, -3.904979, -6.187651], [-3.594490, -4.976833, -5.080769], [-5.825308, -5.423254, -4.446812], [-6.088980, -4.657075, -3.008861], [-6.661582, -2.581121, -4.602276], [-5.674783, -2.501681, -5.941713], [-0.669993, -5.127135, -1.398800], [-2.617592, -5.577232, -2.379090], [7.818186, 2.269768, -1.776087], [7.468171, 0.931597, -2.420179], [6.248274, 1.002347, -3.337269], [4.946443, 1.403735, -2.641293], [4.534428, 0.501538, -1.479528], [4.271715, -0.941397, -1.899979], [7.014922, 2.635846, -1.134122], [8.712141, 2.176045, -1.158741], [8.016401, 3.026590, -2.537159], [7.314965, 0.178650, -1.641870], [8.321324, 0.588142, -3.009378], [6.118737, 0.034268, -3.830894], [6.446702, 1.720934, -4.137673], [4.142671, 1.412432, -3.387157], [5.026462, 2.431279, -2.278661], [3.625351, 0.912288, -1.029380], [5.293979, 0.519816, -0.695087], [3.483509, -0.987181, -2.657368], [3.951052, -1.540325, -1.044451], [5.162665, -1.413979, -2.313538], [6.262555, 8.205491, 2.251332], [6.194649, 7.837429, 0.771896], [6.272783, 6.333498, 0.515115], [7.572940, 5.669463, 0.971664], [8.844173, 6.253010, 0.356965], [8.900409, 6.114431, -1.161443], [7.207391, 7.898923, 2.701728], [6.171381, 9.283570, 2.386477], [5.452053, 7.730054, 2.807515], [6.989855, 8.354419, 0.228609], [5.253649, 8.209425, 0.358546], [6.123503, 6.148341, -0.552835], [5.436236, 5.843428, 1.024189], [7.520712, 4.602882, 0.728221], [7.648540, 5.723555, 2.060984], [9.704046, 5.737104, 0.791388], [8.951287, 7.304993, 0.633503], [8.837031, 5.065269, -1.456620], [9.836957, 6.514184, -1.551772], [8.086556, 6.653876, -1.648309], [-0.759448, 1.124677, 2.343253], [-2.220070, 0.690759, 2.382255], [-3.207533, 1.733707, 1.863012], [-3.236809, 3.043410, 2.652536], [-3.554693, 2.894498, 4.139150], [-4.936234, 2.305055, 4.408927], [-0.563048, 1.997032, 2.967265], [-0.129355, 0.312115, 2.709895], [-0.446891, 1.366498, 1.323210], [-2.481090, 0.408512, 3.405809], [-2.320489, -0.217404, 1.779379], [-4.208686, 1.293271, 1.843445], [-2.961431, 1.967425, 0.820486], [-3.980224, 3.704864, 2.197170], [-2.276093, 3.554548, 2.544116], [-3.495032, 3.881487, 4.603318], [-2.792598, 2.283182, 4.630119], [-5.717904, 2.923595, 3.963736], [-5.125435, 2.246983, 5.481067], [-5.028526, 1.294707, 4.005477], [-6.240795, -2.573495, 3.417310], [-5.352634, -2.366736, 4.641755], [-4.805953, -3.670128, 5.218919], [-5.864684, -4.645062, 5.736240], [-6.783924, -4.077692, 6.816544], [-6.046913, -3.664038, 8.087243], [-7.128258, -3.160640, 3.655408], [-6.580279, -1.615516, 3.019602], [-5.693697, -3.090082, 2.624088], [-5.904481, -1.811491, 5.403966], [-4.507606, -1.731951, 4.356902], [-4.105603, -3.432809, 6.024039], [-4.215011, -4.179784, 4.448943], [-5.356095, -5.529340, 6.131529], [-6.475123, -5.000513, 4.901212], [-7.526036, -4.838220, 7.070327], [-7.346124, -3.225286, 6.425134], [-5.511856, -4.511737, 8.519359], [-6.746676, -3.294608, 8.837166], [-5.324195, -2.869282, 7.896501]], "forces_ev_per_a": [[-0.6, 0.4, 0.1], [0.2, -0.8, -0.4], [-0.2, 0.9, 0.1], [0.4, -0.1, -0.1], [-0.1, 0.3, 0.3], [0.3, -0.1, -0.1], [-0.5, 0.4, -0.1], [-0.2, -0.7, 0.6], [0.2, 0.3, -0.2], [0.0, 0.0, 0.2], [0.2, 0.0, 0.0], [-1.0, 0.0, 0.3], [0.3, 0.2, -1.2], [-0.1, -0.1, 0.3], [0.5, -0.1, 0.2], [-0.1, -0.2, -0.3], [-0.6, -0.2, 0.4], [-0.2, -0.1, -0.3], [0.5, 0.1, 0.0], [0.6, 0.1, -0.1], [0.2, -0.1, -0.6], [-0.5, 0.3, 0.5], [0.2, 0.0, -0.1], [0.3, 0.0, 0.1], [0.0, -0.1, 0.3], [0.3, -0.2, 0.0], [0.1, -0.2, 0.0], [-0.1, 0.2, 0.0], [-0.2, -0.1, 0.0], [-0.1, -0.2, 0.1], [0.2, -0.1, -0.2], [0.0, 0.1, -0.3], [0.3, 0.2, 0.0], [0.1, 0.1, -0.1], [0.0, 0.0, -0.1], [0.0, -0.1, 0.0], [0.0, 0.0, 0.4], [0.1, -0.1, 0.3], [-0.1, 0.2, -0.1], [0.1, 0.0, 0.2], [0.1, 0.2, -0.1], [0.1, 0.0, 0.2], [-0.3, 0.0, 0.0], [-0.1, -0.1, 0.0], [-0.2, 0.0, -0.1], [-0.1, 0.1, 0.0], [0.1, -0.1, 0.0], [-0.3, -0.2, -0.3], [0.0, -0.1, 0.0], [0.0, 0.1, 0.0], [0.0, -0.1, 0.0], [0.0, 0.0, 0.0], [-0.1, 0.0, -0.1], [0.0, 0.0, 0.2], [0.0, 0.0, 0.0], [0.0, 0.0, 0.0], [0.0, 0.0, 0.0], [0.0, 0.0, 0.0], [0.0, 0.0, 0.0], [0.0, 0.0, 0.0], [0.0, 0.0, 0.0], [0.0, 0.0, 0.0], [0.0, 0.0, 0.0], [0.0, 0.0, 0.0], [0.0, 0.0, 0.0], [0.0, 0.0, 0.0], [0.0, 0.0, 0.0], [0.0, 0.0, 0.0], [0.0, 0.1, -0.1], [-0.1, 0.0, 0.1], [0.0, 0.0, -0.1], [0.0, 0.0, 0.0], [0.0, -0.1, -0.1], [0.1, 0.1, 0.1], [0.0, 0.0, 0.0], [0.0, 0.0, 0.0], [0.0, 0.0, 0.0], [0.0, 0.0, 0.0], [0.0, 0.0, 0.0], [0.0, 0.0, 0.0], [0.0, 0.0, 0.0], [0.0, 0.0, 0.0], [0.0, 0.0, 0.0], [0.0, 0.0, 0.0], [0.0, 0.0, 0.0], [0.0, 0.0, 0.0], [0.0, 0.0, 0.0], [0.0, 0.0, 0.0], [0.0, -0.1, 0.0], [0.0, 0.0, -0.1], [0.0, 0.0, 0.0], [0.1, 0.0, 0.0], [-0.1, 0.0, 0.0], [0.1, 0.0, 0.1], [0.0, 0.0, 0.0], [0.1, 0.0, 0.0], [0.0, 0.0, 0.0], [0.0, 0.0, 0.0], [-0.1, 0.0, 0.1], [0.0, 0.0, 0.0], [0.0, 0.0, 0.0], [0.0, 0.0, 0.0], [0.0, 0.0, 0.0], [0.0, 0.0, 0.0], [0.0, 0.0, 0.0], [0.0, 0.0, 0.0], [0.0, 0.0, 0.0], [0.0, 0.0, 0.0], [0.0, 0.1, 0.1], [0.0, 0.0, -0.2], [0.1, 0.0, 0.1], [0.0, 0.0, -0.1], [0.1, 0.0, 0.1], [-0.1, 0.0, 0.0], [0.0, 0.0, 0.0], [0.0, 0.0, 0.0], [0.0, 0.0, 0.0], [0.0, 0.0, 0.0], [0.0, 0.0, 0.0], [0.0, 0.0, 0.0], [0.0, 0.0, 0.0], [0.0, 0.0, 0.0], [0.0, 0.0, 0.0], [0.0, 0.0, 0.0], [0.0, 0.0, 0.0], [0.0, 0.0, 0.0], [0.0, 0.0, 0.0], [0.0, 0.0, 0.0]], "lowdin_charge": [0.117, -0.157, -0.186, -0.149, -0.137, -0.092, -0.176, -0.090, -0.219, -0.051, 0.126, -0.190, 0.435, 0.259, -0.197, -0.080, -0.653, 0.097, 0.074, 0.079, -0.141, 0.904, -0.252, -0.268, 0.025, 0.112, 0.112, 0.109, 0.098, 0.107, 0.078, 0.131, 0.097, 0.112, 0.126, 0.104, -0.006, -0.011, 0.097, 0.074, 0.059, 0.084, 0.092, 0.087, 0.082, -0.008, 0.082, 0.074, -0.115, -0.264, -0.227, -0.226, -0.259, -0.099, 0.061, 0.076, 0.072, 0.099, 0.107, 0.099, 0.112, 0.103, 0.103, 0.101, 0.103, 0.041, 0.070, 0.074, -0.110, -0.270, -0.233, -0.228, -0.263, -0.102, 0.065, 0.070, 0.074, 0.099, 0.103, 0.098, 0.107, 0.098, 0.102, 0.105, 0.099, 0.052, 0.072, 0.067, -0.106, -0.275, -0.230, -0.228, -0.266, -0.106, 0.069, 0.063, 0.069, 0.098, 0.085, 0.098, 0.105, 0.110, 0.102, 0.106, 0.099, 0.076, 0.072, 0.055, -0.109, -0.271, -0.233, -0.228, -0.269, -0.109, 0.067, 0.065, 0.068, 0.101, 0.091, 0.103, 0.099, 0.111, 0.101, 0.105, 0.098, 0.076, 0.071, 0.064], "energy_ha": -3037.9119, "total_charge": 1}